No. 1
{
  "formula": "C19H15F6N3OTi",
  "method": "the ωB97M-V functional and the def2-TZVPD basis",
  "elements": ["C", "Ti", "F", "F", "C", "H", "H", "F", "C", "H", "C", "N", "C", "H", "H", "F", "C", "F", "H", "C", "C", "H", "F", "H", "C", "C", "H", "C", "H", "H", "C", "C", "H", "C", "C", "C", "H", "N", "C", "O", "C", "C", "H", "H", "N"],
  "xyz": [[-3.66054, 1.32254, -2.03034], [-2.18259, 0.06120, 1.24396], [-3.73295, 2.27588, -2.97842], [-4.32645, 0.25654, -2.47749], [3.01653, -0.83061, -1.53429], [-4.55897, -1.59796, 1.85756], [-1.68917, 3.14378, -1.67121], [-4.31863, 1.78770, -0.95550], [-2.19870, 0.98591, -1.63426], [6.22742, -2.17200, 0.14739], [3.14089, -0.83478, -0.15055], [2.07413, -0.34216, 0.64620], [5.20644, -1.80184, -1.70046], [0.37564, -1.06882, -0.44266], [-0.47897, 2.06985, -0.94547], [-1.26566, 1.50464, -3.78710], [6.28992, -2.30697, -2.50316], [-0.15561, 0.16486, -2.50581], [2.12350, -0.42713, -1.99185], [-2.21831, -0.03901, 3.65985], [2.17636, 0.41548, 1.79516], [4.35302, -1.33300, 1.54469], [-1.94678, -0.52543, -3.48977], [3.13023, 0.70681, 2.19635], [0.90294, 0.68513, 2.17848], [-3.03844, 1.03077, 3.25092], [-2.32964, -2.22768, 3.27303], [5.32620, -1.79214, -0.31340], [0.56157, 1.26688, 3.01650], [-1.98864, 2.41009, -0.08348], [-3.90914, -0.90449, 2.36807], [-1.54610, 2.24949, -1.06892], [-1.32734, 0.04461, 4.26370], [-4.09205, 0.50885, 2.45220], [4.28807, -1.31568, 0.46524], [0.75403, -0.50376, 0.39266], [3.96944, -1.33082, -3.38757], [7.15671, -2.71077, -3.13939], [-1.41087, 0.52934, -2.87843], [-2.23221, -0.03253, -0.71890], [4.04874, -1.32532, -2.30943], [-2.73205, -1.23935, 3.11798], [-2.89954, 2.06944, 3.51258], [-4.89795, 1.07661, 2.01512], [0.01550, 0.09583, 1.30021]],
  "forces_ev_per_a": [[0.07, -0.06, -0.07], [-0.93, -0.42, -0.06], [0.01, -0.02, 0.01], [-0.01, 0.03, 0.02], [-0.02, 0.01, 0.07], [-0.01, 0.00, 0.02], [-0.07, -0.04, -0.06], [-0.01, 0.01, 0.03], [-0.29, 0.01, -0.04], [-0.01, 0.00, 0.01], [-0.04, 0.01, 0.01], [0.01, 0.04, -0.04], [0.06, -0.03, -0.02], [0.00, 0.00, 0.01], [0.00, 0.03, 0.03], [0.00, 0.01, -0.02], [-0.06, 0.02, 0.02], [-0.03, 0.02, -0.01], [0.02, -0.01, -0.05], [-0.04, 0.06, 0.01], [0.03, -0.03, -0.04], [0.03, -0.01, 0.00], [-0.02, 0.01, 0.01], [-0.02, 0.03, 0.02], [-0.03, -0.01, 0.03], [0.00, -0.10, 0.12], [-0.02, 0.00, 0.03], [0.02, -0.01, 0.03], [-0.01, -0.01, 0.01], [-0.03, 0.20, 0.04], [0.41, 0.16, -0.21], [0.16, -0.12, 0.14], [-0.01, 0.00, 0.01], [0.23, 0.08, -0.07], [-0.02, 0.01, -0.02], [-0.05, -0.03, -0.01], [-0.02, 0.01, 0.00], [0.00, 0.00, 0.00], [0.08, -0.10, 0.02], [0.25, 0.11, 0.25], [0.01, 0.00, -0.03], [0.03, 0.15, -0.23], [0.02, 0.00, -0.02], [-0.01, 0.00, 0.03], [0.30, -0.01, 0.01]],
  "lowdin_charge": [-0.563, 0.899, 0.151, 0.170, 0.015, 0.105, 0.102, 0.147, -0.457, 0.125, -0.176, -0.013, -0.225, 0.140, 0.091, 0.160, -0.177, 0.112, 0.107, -0.203, -0.031, 0.120, 0.177, 0.124, -0.098, -0.191, 0.098, -0.012, 0.109, 0.087, -0.198, 0.022, 0.100, -0.198, 0.003, -0.119, 0.128, 0.164, -0.552, -0.227, -0.004, -0.192, 0.104, 0.103, -0.025],
  "multiplicity": 1,
  "lumo_energy_ev": [-0.392, -0.396],
  "homo_ev": [-5.927, -5.993],
  "gap_ev": [5.5, 5.6]
}

No. 2
{
  "formula": "C19H15IMnN5O6",
  "method": "the ωB97M-V functional and the def2-TZVPD basis",
  "elements": ["N", "O", "C", "H", "N", "C", "O", "H", "N", "H", "H", "C", "H", "H", "H", "C", "O", "H", "C", "N", "C", "H", "C", "H", "C", "C", "O", "H", "C", "C", "N", "O", "C", "O", "C", "H", "Mn", "H", "C", "I", "C", "C", "C", "H", "H", "C", "C"],
  "xyz": [[1.32620, 0.46919, -0.27030], [-0.53648, -1.74748, -0.03712], [-1.60231, -2.26519, 2.01706], [-3.02721, -0.29408, 2.27255], [-0.64035, 1.37151, -2.46177], [2.32341, -0.76908, -2.15878], [5.76349, 0.80420, 0.42675], [-1.70481, 4.68264, -4.07270], [3.08280, 1.11132, 0.85342], [3.68854, 1.51682, 1.55208], [-2.76498, 3.91880, -1.94862], [-1.04234, -4.32967, 3.14792], [-0.16057, 1.74984, 1.49714], [-2.86117, 2.08622, -0.03129], [4.70598, -0.65591, -2.03401], [-1.38556, -1.39973, 0.85517], [-3.20774, -0.79831, 3.09419], [0.87762, 1.09130, 2.75830], [-1.91551, -3.98372, 4.17988], [-1.72293, 0.39300, -0.35310], [-1.59050, 2.13080, -1.88013], [0.03509, 3.24568, -5.13848], [-0.89405, -3.47244, 2.08216], [-0.49246, -5.25960, 3.18231], [2.45395, 0.03717, -0.92145], [3.56547, 0.43558, -0.23404], [1.10925, -1.05407, -2.51008], [-0.22970, -3.71287, 1.26381], [0.86444, 1.70474, 1.85603], [-1.99567, 3.33287, -2.43185], [-2.07570, -0.25803, 0.77477], [3.31692, -1.10935, -2.78800], [-1.40497, 3.74920, -3.61585], [5.46608, -0.32887, -1.46782], [-2.48431, -1.92964, 3.06097], [0.64243, 1.08749, -4.03385], [-0.41528, -0.49812, -1.53685], [1.19589, 2.70896, 2.11965], [-2.62610, -2.80378, 4.13989], [-2.38679, -1.48376, -3.09719], [-2.14331, 1.56451, -0.65391], [5.03793, 0.31155, -0.40397], [1.73238, 1.10780, 0.80704], [-3.30902, -2.52691, 4.93150], [-2.04256, -4.64944, 5.02418], [-0.43881, 2.95640, -4.21207], [-0.08668, 1.76246, -3.60354]],
  "forces_ev_per_a": [[-0.02, -0.02, -0.05], [-0.02, -0.05, 0.11], [0.00, 0.00, 0.01], [-0.02, -0.01, -0.01], [0.00, 0.07, -0.03], [0.02, 0.04, -0.03], [0.00, -0.01, 0.00], [0.00, 0.00, 0.00], [0.00, -0.01, 0.01], [0.00, 0.00, 0.00], [0.00, 0.00, 0.00], [0.00, 0.00, 0.00], [0.00, 0.00, 0.00], [0.00, 0.00, 0.00], [0.02, 0.00, 0.03], [0.00, -0.04, -0.04], [0.01, 0.01, -0.01], [0.00, 0.00, 0.00], [0.00, 0.00, 0.00], [0.00, -0.02, -0.01], [0.00, 0.00, 0.00], [0.00, 0.00, 0.00], [0.00, 0.00, 0.00], [0.00, 0.00, 0.00], [0.02, -0.02, 0.02], [-0.01, 0.00, -0.02], [-0.06, -0.01, 0.00], [0.00, 0.00, 0.00], [0.00, 0.00, 0.00], [0.00, 0.00, 0.00], [0.01, 0.03, 0.02], [0.02, 0.00, 0.03], [0.00, 0.00, 0.00], [-0.04, -0.02, -0.04], [0.02, 0.01, 0.01], [0.00, 0.00, 0.00], [0.06, 0.01, -0.04], [0.00, 0.00, 0.00], [0.00, 0.00, 0.00], [0.04, 0.02, 0.02], [0.00, 0.00, 0.00], [-0.01, 0.02, 0.01], [-0.01, 0.01, 0.01], [0.00, 0.00, 0.00], [0.00, 0.00, 0.00], [0.01, 0.00, -0.01], [-0.01, 0.00, 0.01]],
  "lowdin_charge": [0.132, -0.120, -0.077, 0.065, 0.003, -0.509, 0.108, 0.117, 0.189, 0.177, 0.122, -0.082, 0.063, 0.145, 0.076, -0.388, 0.063, 0.095, -0.071, -0.122, -0.251, 0.115, -0.014, 0.102, -0.114, -0.064, -0.129, 0.120, 0.018, 0.005, 0.081, 0.091, -0.033, 0.147, -0.262, 0.129, 0.599, 0.087, -0.012, 0.119, -0.042, -0.483, -0.317, 0.119, 0.107, -0.023, -0.082],
  "multiplicity": 5,
  "lumo_energy_ev": [-1.507, -1.750],
  "homo_ev": [-8.362, -8.355],
  "s2": 6.0456,
  "gap_ev": [6.9, 6.6]
}

No. 3
{
  "formula": "C19H15MoN9O4S5",
  "method": "the ωB97M-V functional and the def2-TZVPD basis",
  "elements": ["C", "O", "C", "O", "C", "H", "N", "H", "N", "C", "C", "C", "C", "H", "N", "S", "O", "C", "N", "C", "C", "C", "H", "S", "C", "H", "C", "H", "N", "N", "C", "H", "S", "H", "C", "C", "N", "S", "H", "C", "H", "C", "O", "Mo", "H", "S", "H", "C", "N", "N", "H", "H", "H"],
  "xyz": [[0.65508, 3.10457, 1.27782], [-0.02927, -7.05068, 1.04549], [-1.02057, -4.36110, 1.58401], [-1.95777, 0.52833, -3.00225], [0.32614, -6.39866, 2.17084], [-2.05122, -2.57368, 1.03362], [1.88484, 0.70637, -0.54364], [2.82855, 1.11173, -4.23776], [2.29054, 1.10518, -1.82945], [0.19684, 1.35269, 2.68863], [-3.21567, 2.21539, -0.27283], [0.93869, 3.93564, 2.34738], [1.16249, -4.09449, 2.56031], [2.32026, 1.33675, 0.12111], [-4.72646, 4.30516, -0.25053], [2.85904, -1.98962, -0.34256], [-0.67689, 1.33098, -4.53309], [-0.09587, -2.18293, 1.84532], [0.10841, 1.00975, -2.42790], [1.05190, -2.72185, 2.41109], [-0.01852, -0.08289, 2.76285], [-4.07206, 3.35884, -0.26094], [2.29583, -0.30676, -0.38134], [-2.56718, -0.37364, 0.01140], [1.37417, 1.09019, -2.82649], [0.97890, 4.08897, 4.49098], [1.41542, -2.70795, -0.91144], [-1.82831, -5.00140, 1.25285], [-0.89368, 0.91434, -3.40063], [0.27149, 1.83378, 1.43835], [-1.14972, -2.99132, 1.44811], [2.05994, -4.53472, 2.97366], [1.25506, -4.30844, -1.24956], [-0.14337, -6.41564, 0.32419], [0.13770, -4.91331, 2.11816], [0.79296, 3.45211, 3.63666], [-6.11562, 0.48125, 0.61409], [-0.05969, -1.74381, -1.32433], [1.17597, 1.22351, -4.81711], [0.42401, 2.12918, 3.81296], [1.24445, 4.95449, 2.15601], [-5.02122, 0.70152, 0.33716], [0.75223, -6.98422, 3.12410], [-0.29728, 0.41935, -0.22861], [3.23977, 0.85873, -2.06359], [-1.56468, 2.48351, -0.70511], [0.71038, 3.47032, 0.26318], [-3.65271, 0.96905, 0.01751], [1.84171, 1.17939, -4.06516], [-0.12691, -0.74203, 1.67669], [1.88502, -2.07993, 2.66380], [0.32710, 1.69142, 4.79706], [-0.02031, -0.58007, 3.72807]],
  "forces_ev_per_a": [[-0.02, 0.02, 0.09], [0.05, -0.04, 0.05], [-0.01, 0.03, -0.04], [0.30, -0.26, -0.16], [-0.04, 0.02, 0.03], [-0.01, 0.03, -0.01], [-0.21, 0.48, 0.06], [0.00, 0.01, -0.03], [-0.15, 0.16, 0.00], [0.07, -0.11, 0.03], [0.01, -0.08, 0.04], [0.00, 0.01, -0.12], [0.01, 0.07, 0.03], [-0.01, 0.10, 0.01], [0.06, -0.08, 0.01], [0.25, -0.43, 0.05], [0.15, -0.27, -0.03], [0.01, 0.15, -0.01], [-0.13, -0.22, 0.08], [-0.01, -0.13, 0.02], [0.01, 0.09, 0.05], [-0.07, 0.12, -0.02], [0.07, -0.16, 0.09], [-0.14, -0.06, -0.06], [0.22, -0.08, 0.07], [0.00, 0.00, -0.01], [-0.17, 0.19, -0.21], [0.00, -0.01, 0.01], [-0.37, 0.74, 0.24], [-0.07, 0.05, 0.11], [0.05, -0.08, 0.07], [-0.01, 0.01, -0.01], [0.01, -0.05, 0.09], [-0.03, 0.03, -0.07], [0.02, -0.07, -0.03], [-0.01, -0.06, 0.11], [0.10, -0.01, -0.03], [0.01, -0.14, 0.12], [-0.10, 0.04, -0.15], [0.03, 0.10, -0.02], [-0.01, -0.01, 0.02], [-0.13, 0.05, 0.04], [0.01, 0.00, -0.01], [0.05, 0.29, -0.56], [0.08, -0.14, -0.09], [0.04, -0.02, 0.04], [0.00, 0.01, -0.03], [0.09, -0.01, -0.01], [-0.02, -0.06, 0.09], [0.04, -0.22, 0.07], [-0.02, 0.02, 0.01], [0.00, 0.00, -0.02], [0.00, -0.01, 0.02]],
  "lowdin_charge": [-0.165, 0.116, -0.014, 0.040, -0.486, 0.040, -0.155, 0.129, 0.023, -0.231, -0.686, -0.020, 0.005, 0.094, 0.175, 0.521, 0.051, -0.308, -0.071, -0.052, -0.050, -0.262, -0.137, 0.683, -0.403, 0.121, -1.702, 0.133, -0.422, -0.075, -0.063, 0.133, 0.533, 0.079, -0.156, -0.025, 0.177, 0.473, 0.097, 0.014, 0.120, -0.259, 0.134, 1.015, 0.149, 0.732, 0.084, -0.692, 0.221, -0.047, 0.109, 0.127, 0.153],
  "multiplicity": 3,
  "lumo_energy_ev": [-2.116, -2.483],
  "homo_ev": [-7.738, -7.759],
  "s2": 2.0323,
  "gap_ev": [5.6, 5.3]
}